Record 1
A 2-piece molecular cluster, C2H4O2 overall. Source: the Open Molecules 2025 dataset; level of theory: ωB97M-V with the def2-TZVPD basis set.

E_HOMO (spin up / spin down) = -14.930 / -14.493 eV

The geometry in ORCA input format:
```
! RIJCOSX wB97M-V def2-TZVPD def2/J DEFGRID3
* xyz 1 2
O 0.13666 -1.27206 -2.87918
C 0.43372 1.23105 1.78297
H -0.12021 2.12794 2.15995
C -0.37030 -1.16730 -1.78174
O -0.08725 0.38845 0.96606
H -0.79941 -1.98902 -1.18719
H -0.55969 -0.19341 -1.29401
H 1.36650 0.87435 2.23314
*
```

natural (NBO) atomic charge list, values in e, 5 entries:
1. O 0.006
2. C 0.299
3. H 0.178
4. C 0.292
5. O -0.567


Record 2
C23H22O6 in the gas phase. Source: the Open Molecules 2025 dataset; level of theory: ωB97M-V with the def2-TZVPD basis set.

E_HOMO = -7.783 eV
Structure (SMILES) = COc1cc2c(cc1OC)[C@H]1C(=O)c3ccc4c(c3O[C@@H]1CO2)C=CC(C)(C)O4

The geometry in ORCA input format:
```
! RIJCOSX wB97M-V def2-TZVPD def2/J DEFGRID3
* xyz 0 1
C -2.51493 -0.75074 -1.87903
H -7.10702 1.80725 -1.64780
C -2.06865 0.14422 -0.91358
H 0.06579 -0.85425 -2.83515
O -5.89903 0.35895 -2.53547
H 7.97248 -0.93870 1.20462
H 0.08530 -2.59821 -2.46170
C -4.22589 1.26558 -0.95273
C 5.39427 -1.34866 0.25789
H 3.69323 -2.14169 -0.71915
H -2.56485 1.82248 0.27475
H -7.43833 1.34829 -3.34070
H 7.03132 -1.86696 2.38226
C -6.65512 1.54936 -2.60859
H 6.14010 -1.87459 -0.31577
H 6.46147 1.70004 1.40515
C 1.78230 -0.70569 0.60595
C 6.10224 0.99454 0.66148
H -3.87094 3.70228 0.28556
C 2.76037 0.32704 3.01497
O 4.94691 -0.24141 2.37996
H 3.15815 0.70688 3.94220
C 1.42131 0.40847 2.71867
C -4.69040 3.03684 0.57561
H -4.39013 2.44266 1.44171
H -6.04463 2.38779 -2.94819
H -0.48804 -2.07276 -0.08558
H 5.16205 1.35799 0.25010
C -0.35428 -1.63761 -2.18811
C 3.14745 -0.78531 0.89077
O -5.10000 2.21934 -0.49406
C 5.89314 -0.38645 1.30518
H 6.83319 0.92241 -0.14241
O 1.35689 -1.28508 -0.54619
C 4.09156 -1.49306 0.04446
O -1.74104 -1.76728 -2.38813
C 3.63867 -0.22383 2.08064
C -2.93021 1.14296 -0.47544
H -0.05152 0.84357 -0.85374
C -0.66365 0.05746 -0.38541
C -4.67079 0.36986 -1.94300
C -0.47228 0.22986 1.12455
C -3.80296 -0.62619 -2.37769
C 7.18453 -0.88241 1.94985
H 7.48576 -0.19750 2.73830
H 0.72613 0.87157 3.40712
C -0.04618 -1.29607 -0.73155
O -1.32494 0.60668 1.89501
H -5.56652 3.63205 0.83245
C 0.91497 -0.05779 1.50111
H -4.14909 -1.31752 -3.12726
*
```

natural (NBO) atomic charge list, values in e, 5 entries:
1. C 0.289
2. H 0.189
3. C -0.126
4. H 0.175
5. O -0.499


Record 3
A 5-piece molecular cluster, C21H37FNO7S3 overall. Source: the Open Molecules 2025 dataset; level of theory: ωB97M-V with the def2-TZVPD basis set.

E_HOMO = -11.756 eV

The geometry in ORCA input format:
```
! RIJCOSX wB97M-V def2-TZVPD def2/J DEFGRID3
* xyz 1 1
C -0.61224 -1.50246 -4.25860
O -0.58824 -1.33646 0.74740
H -2.58024 -1.90746 2.22740
C 1.61176 3.32654 -3.95860
O 3.07876 2.66254 -2.02960
C 0.35676 -3.75546 -5.64960
H -1.64424 1.79854 -1.87160
H -2.21924 -2.72946 -3.70160
C -1.91024 -2.77546 2.32640
H 1.36176 -1.34046 7.59840
H -2.69324 0.38054 -2.28360
H -3.47024 -4.18546 2.23440
H -0.87524 2.82754 0.84640
H -0.54624 -4.54446 -0.15360
H -0.91024 -0.51846 -3.76660
C -1.31924 -2.70146 -4.21160
S 1.92776 3.47754 -2.17060
H -2.62524 -5.10546 0.30440
C 1.42076 4.64654 -4.53360
H 3.66276 0.91854 5.43240
H -1.73824 -4.77946 2.16540
H -1.41224 -4.59746 -4.80560
C -2.39724 1.30454 1.02240
C 0.78776 -0.64546 5.75640
O -3.22224 1.66354 1.94040
H 2.18576 2.59054 -4.40760
H -0.51424 1.04054 0.40940
O 0.66576 -3.11746 1.75440
S 1.46376 0.66054 4.68840
H 0.54176 6.10354 -3.03860
H -1.21424 -2.89946 3.34540
H 1.05876 -0.45246 -4.91460
S -0.53424 -2.66646 1.16440
H 0.82776 0.38254 7.65240
H 2.25176 4.76154 -5.13460
C -2.07824 0.82754 -1.43060
C -1.14624 -3.76546 -0.06660
H 2.02076 6.90354 -3.58360
H 0.66976 2.89754 -4.03060
C -0.81324 -3.82746 -4.89960
C -0.96724 1.68554 1.11540
H -0.70524 1.61354 2.10640
H -3.94524 1.35754 -0.57160
H 2.58776 1.97154 6.12240
H -3.38024 -3.47146 0.24340
C 1.08676 -2.57746 -5.57760
C 1.48076 5.73854 -3.34860
H -1.41424 0.03754 -1.36060
O 0.58076 1.83354 4.65340
H -1.05224 -3.43646 -1.00660
C -2.53424 -4.07946 0.58840
H 2.23176 -2.50946 -6.15960
H 3.35876 4.90554 -2.54560
C 1.21676 -0.39746 7.13040
H 2.85976 0.51154 7.80240
O 0.73876 3.21154 -1.28560
F 0.89776 -4.81546 -6.38860
H -0.37724 -0.67546 5.66240
H 2.28176 5.44254 -1.38260
C -2.46824 -4.05246 2.02140
H -3.61924 -0.05646 -0.00960
H 1.28376 -1.53946 5.30240
N -3.08024 0.81954 -0.25060
H 3.27776 -0.93546 6.81440
C 0.51976 -1.35646 -5.02160
C 2.82876 1.02654 5.75040
H 0.46576 4.66054 -5.15160
C 2.33776 5.08754 -2.39360
C 2.72176 -0.01446 6.87540
O 1.95776 -0.00646 3.55040
*
```

natural (NBO) atomic charge list, values in e, 5 entries:
1. C -0.210
2. O -1.021
3. H 0.233
4. C -0.677
5. O -0.936


Record 4
A 6-piece molecular cluster, C28H69O14P2 overall. Source: the Open Molecules 2025 dataset; level of theory: ωB97M-V with the def2-TZVPD basis set.

E_HOMO = -4.184 eV

The geometry in ORCA input format:
```
! RIJCOSX wB97M-V def2-TZVPD def2/J DEFGRID3
* xyz -1 1
H 7.26796 5.33400 -2.60886
H -1.31706 -2.42722 1.17414
C 8.31020 5.01075 -2.53038
H -2.87772 -3.97326 -0.63428
O 8.34414 3.93347 -1.60567
C -4.76809 -5.64802 3.66817
O 0.87343 3.75149 -4.94399
H 2.05958 2.78963 -3.59176
H -2.47366 0.38041 -3.91190
O 10.17049 4.23872 -3.89149
H 10.17628 2.39835 -4.83744
C 1.31147 4.41400 -7.23185
C -5.24452 -6.46034 1.49882
C 3.79107 0.55791 -0.48287
O -2.44765 1.88358 -1.45427
H 3.62582 3.88336 1.26169
H 0.76719 1.70651 -1.48162
H -4.31611 -4.70480 3.98837
H -4.50799 -1.56039 -0.88407
C 2.86153 2.63041 -7.21321
O -7.20000 -1.30236 7.78045
H -4.73133 -6.85966 0.62497
O 5.02795 2.46074 1.83277
H -0.17860 0.82508 -3.74281
H 2.62580 2.19804 -8.19234
H -0.53247 2.83902 -0.53729
H -7.41708 0.54532 6.87109
C 5.82694 3.01230 0.80242
O -0.79876 0.52308 -0.21986
H 2.79004 0.96211 1.67877
H -7.09557 -4.01209 5.80408
O -5.44753 -2.83947 5.99263
H 4.16759 0.61722 -1.50402
H -1.65177 -2.02401 -0.52302
H -4.74042 -6.42487 5.65675
H -0.44739 -2.51478 -2.63597
H -7.84655 -1.65357 5.83952
H -8.59943 -2.61887 7.11823
O -5.02664 -7.96676 4.36260
H 8.89869 5.85574 -2.16074
H -2.59705 -0.45009 -2.37566
H 3.13725 -0.31733 -0.40017
H -5.91668 -0.32683 6.45460
C 9.46678 3.98110 -0.74388
H 1.89041 4.53215 -3.32151
P -0.68816 1.73730 -1.47117
H 4.63905 0.44772 0.19941
H 1.46592 5.66473 -5.47815
H 5.33296 2.95046 -0.16931
C -1.42552 -2.52190 -3.13235
H -2.50707 2.97514 0.34211
H -0.71246 2.77151 -2.50760
H -4.76818 -2.22668 7.86717
H 10.39333 4.16014 -1.29459
H 9.53978 3.01904 -0.23841
H 6.75654 2.44601 0.75636
H 8.67616 5.42621 -4.59201
H -6.48764 -3.87359 7.46200
H -2.80286 -4.21576 1.09432
H -4.06879 -3.24309 0.40145
H -5.85270 -5.50818 3.63895
C -0.59932 0.39465 -2.82740
H 8.18778 3.75418 -4.27816
H -1.56580 1.07825 1.55941
H 0.13921 -0.34208 -2.49352
H -3.61345 -2.14204 6.52327
H -4.77545 -9.68978 3.31169
H -3.63124 -8.40641 2.87821
H -0.18237 5.18383 -5.91427
H 9.33347 4.76524 0.00956
H -5.92499 -5.66642 1.17326
P -3.04333 -0.68137 0.93824
H 2.92927 3.92638 -4.64617
C -3.00022 -3.46725 0.32642
C -2.72983 1.99755 -0.09245
C 3.68243 2.92609 1.78833
C 10.38638 2.83849 -3.85688
H 6.06308 4.05980 1.02494
C 8.79138 4.58478 -3.90233
H -5.39678 -0.55955 0.31640
H -3.30874 -6.84956 4.70545
H -6.10963 0.39325 8.06301
C 2.75436 1.91632 1.14477
O -1.72164 -1.51758 -3.96949
H -4.38595 0.17547 -0.97502
O -2.15629 -3.44643 -2.94639
H -5.81788 -7.26330 1.96887
C -1.93188 -0.26203 -3.22024
H 0.68462 3.59980 -7.60662
H 3.90894 2.43409 -6.98656
H 1.20824 5.26398 -7.91505
H 1.72835 2.29403 1.19720
H -4.03290 -3.72092 7.21953
C 2.00373 3.75765 -4.08689
H -3.44075 -9.29482 4.41560
C -1.95833 0.80018 0.57069
C -4.39498 -6.72769 4.66292
H -3.79209 1.86333 0.16870
O 3.05674 1.73681 -0.22623
C -7.65282 -2.19263 6.77108
C -4.16475 -8.87849 3.70609
O 2.68171 4.03585 -7.24191
C -6.63083 -0.11458 7.25278
O -4.26266 -5.93356 2.37274
H 9.76837 2.35158 -3.09953
C -2.10495 -2.21563 0.45363
C -4.41946 -2.72832 6.96172
H 3.36505 3.09038 2.82322
C 0.85429 4.83617 -5.84965
C -6.66728 -3.31926 6.53578
C -4.48935 -0.65591 -0.27362
H 11.43514 2.66995 -3.61504
H 2.24249 2.15874 -6.44742
*
```

Mulliken atomic charge list, values in e, 5 entries:
1. H 0.389
2. H 0.547
3. C -0.535
4. H 0.244
5. O -0.218


The evaluated maximum force for the records listed, in turn: 5.01, 0.78, 11.34, 3.17 eV/A.
The evaluated M for the records listed, in turn: 60.05, 394.42, 530.73, 691.79 g/mol.